Record 1
DFT (wB97M-V/def2-TZVPD) results for a single C5H10O molecule.

As for the lowest unoccupied orbital energy: 0.9 eV. Its SMILES is CC(C)=CCO. Its energy above the lowest of the compared OMol25 structures with the same formula, charge and spin is 27.8 kcal/mol. The HOMO energy comes out at -9.19 eV.

The geometry in XYZ format:
```
16
Properties=species:S:1:pos:R:3:mulliken_charge:R:1
H 0.43554 1.53926 1.92603 0.33
H 1.90665 0.57764 1.67100 0.33
C 1.29105 -0.29436 -0.91420 -1.12
C 0.39428 0.31646 0.13589 0.98
H 0.77228 -0.95440 -1.61442 0.29
O -2.02159 -1.58083 0.40889 -0.53
C -0.94409 0.33968 0.06909 -0.72
H -2.73880 -0.27183 -1.00054 0.29
C 1.11626 1.14647 1.16425 -1.31
H 1.73200 0.52474 -1.49957 0.29
H 1.60078 1.99464 0.66618 0.31
H -1.27841 -1.16448 -1.49436 0.19
H 2.12406 -0.84945 -0.46835 0.33
H -1.50689 0.89796 0.82035 0.24
C -1.78339 -0.66805 -0.65238 -0.34
H -1.09974 -1.55345 0.78215 0.42
```



Record 2
DFT (wB97M-V/def2-TZVPD) results for a 2-piece molecular cluster, C5H10O overall.

As for the lowest unoccupied orbital energy: 0.9 eV. Its SMILES is C=CCO.C=C. Its energy above the lowest of the compared OMol25 structures with the same formula, charge and spin is 48.7 kcal/mol. The HOMO energy comes out at -9.41 eV.

The geometry in XYZ format:
```
16
Properties=species:S:1:pos:R:3:mulliken_charge:R:1
H 1.56023 -0.19610 0.61977 0.28
H 1.29991 -1.83646 -1.95156 0.23
O -0.17090 -0.59123 1.70831 -0.52
C -0.61816 -0.94315 -1.88741 -0.47
H -1.47574 2.49862 -0.17616 0.26
H -1.52730 -0.77500 -1.31619 0.23
H 0.23264 -1.20448 2.33305 0.27
H -0.56562 -0.47711 -2.86827 0.24
C 0.21344 1.44168 0.50907 -0.08
H 1.38712 0.72564 2.12655 0.38
H 0.31065 -2.10712 -0.40268 0.27
C 0.37919 -1.67057 -1.39593 -0.48
C -1.09080 1.65902 0.39546 -0.82
H 0.93213 2.10767 0.03193 0.30
H -1.81035 0.99623 0.86707 0.27
C 0.82779 0.30850 1.27215 -0.36
```



Record 3
DFT (wB97M-V/def2-TZVPD) results for a single C5H10O molecule.

As for the lowest unoccupied orbital energy: 1.1 eV. Its SMILES is CO[C@@H]1C[C@@H]1C. Its energy above the lowest of the compared OMol25 structures with the same formula, charge and spin is 51.2 kcal/mol. The HOMO energy comes out at -9.20 eV.

The geometry in XYZ format:
```
16
Properties=species:S:1:pos:R:3:mulliken_charge:R:1
C -0.74875 1.33110 0.49325 -0.65
H -1.21264 -1.45610 1.02819 0.26
C 2.42412 -0.22326 0.07166 -0.67
C -1.26597 0.22491 -0.38683 0.12
H 2.86930 0.00454 -0.94748 0.26
H 2.92717 -1.08960 0.62035 0.22
H -1.93507 0.69908 -1.13131 0.33
H -1.10246 2.37635 0.21472 0.24
C -1.79394 -1.13679 0.13182 -1.15
H -2.88883 -1.07446 0.42502 0.33
H -0.58805 1.12531 1.52144 0.28
O 0.96453 -0.58104 0.05023 -0.32
H -1.62286 -1.90939 -0.64634 0.28
H 2.58625 0.74697 0.66648 0.29
C 0.16444 0.49986 -0.45312 -0.15
H 0.57152 1.05066 -1.29364 0.33
```



Record 4
DFT (wB97M-V/def2-TZVPD) results for a single C5H10O molecule.

As for the lowest unoccupied orbital energy: 1.1 eV. Its SMILES is OCCC1CC1. Its energy above the lowest of the compared OMol25 structures with the same formula, charge and spin is 29.2 kcal/mol. The HOMO energy comes out at -10.22 eV.

The geometry in XYZ format:
```
16
Properties=species:S:1:pos:R:3:mulliken_charge:R:1
H -1.91859 1.90577 0.25230 0.26
H -2.46995 -0.44580 1.02339 0.24
C -1.92240 -0.32331 0.09256 -0.68
C 0.56970 -0.37989 -0.78358 -0.50
H 1.83203 0.99740 0.93459 0.34
H 2.60587 -1.10733 -0.75329 0.33
O 2.49694 0.51242 0.43060 -0.49
H 0.21651 -1.30569 -1.25562 0.34
C -1.59260 1.06878 -0.35920 -0.77
H 1.71480 -1.39582 0.75030 0.30
H -0.16313 0.37497 1.17094 0.38
C -0.50378 0.16448 0.15798 0.09
H 0.78098 0.34024 -1.58496 0.28
H -1.60968 1.26478 -1.42855 0.25
H -2.14904 -1.06793 -0.66396 0.25
C 1.88371 -0.66559 -0.05928 -0.62
```



Record 5
DFT (wB97M-V/def2-TZVPD) results for a single C5H10O molecule.

As for the lowest unoccupied orbital energy (alpha / beta): 0.9 / 0.5 eV. Its energy above the lowest of the compared OMol25 structures with the same formula, charge and spin is 96.7 kcal/mol. The HOMO energy (alpha / beta) comes out at -7.70 / -6.45 eV.

The geometry in XYZ format:
```
16
Properties=species:S:1:pos:R:3:mulliken_charge:R:1
C -0.66510 1.02511 0.60159 -0.63
H 0.91326 -2.08003 1.48541 0.33
H -0.87380 2.02302 0.99758 0.30
C 0.50948 0.33951 1.27787 -0.20
H 0.32372 -0.04630 2.29353 0.37
H 1.79934 -0.22256 -0.44253 0.51
H 0.05585 1.37980 -1.45645 0.26
H 1.21424 1.19249 1.37875 0.22
O 1.44384 -1.84291 0.71080 -0.45
C 1.29497 -0.53471 0.46412 -0.67
H -1.66777 1.42377 -1.21757 0.33
H -0.94333 -1.15793 -0.31099 0.28
C -0.76409 0.89631 -0.88597 -0.34
C -0.85313 -0.60037 -1.25071 -0.93
H -0.01679 -0.98766 -1.84229 0.28
H -1.77070 -0.80755 -1.80313 0.33
```



Record 6
DFT (wB97M-V/def2-TZVPD) results for a 2-piece molecular cluster, C5H10O overall.

As for the lowest unoccupied orbital energy: 1.0 eV. Its SMILES is CC=C1CC1.O. Its energy above the lowest of the compared OMol25 structures with the same formula, charge and spin is 46.7 kcal/mol. The HOMO energy comes out at -9.46 eV.

The geometry in XYZ format:
```
16
Properties=species:S:1:pos:R:3:mulliken_charge:R:1
C 0.61771 -0.28297 -0.18652 0.49
H -2.70156 0.05653 -0.20345 0.35
C 1.40938 -1.01419 0.80620 -0.55
C -0.59528 -0.08646 -0.67435 -0.60
H 1.61159 -0.56642 1.77732 0.22
H -0.47940 1.84308 0.56490 0.32
C 2.06267 -0.34505 -0.40954 -0.58
H 2.68885 0.52216 -0.21313 0.22
C -1.84334 -0.59047 -0.00573 -1.10
H 2.40783 -0.97190 -1.22834 0.22
H -0.70476 0.41955 -1.63418 0.48
H -1.70795 -0.66877 1.07734 0.30
H -0.93847 2.77339 -0.52727 0.33
H -2.07695 -1.59455 -0.38070 0.34
O -1.05736 2.60285 0.41367 -0.65
H 1.30703 -2.09677 0.82377 0.22
```



Q: What is the formula in the third record?
A: C5H10O



Copy entry 1 word for word.
DFT (wB97M-V/def2-TZVPD) results for a single C5H10O molecule.

As for the lowest unoccupied orbital energy: 0.9 eV. Its SMILES is CC(C)=CCO. Its energy above the lowest of the compared OMol25 structures with the same formula, charge and spin is 27.8 kcal/mol. The HOMO energy comes out at -9.19 eV.

The geometry in XYZ format:
```
16
Properties=species:S:1:pos:R:3:mulliken_charge:R:1
H 0.43554 1.53926 1.92603 0.33
H 1.90665 0.57764 1.67100 0.33
C 1.29105 -0.29436 -0.91420 -1.12
C 0.39428 0.31646 0.13589 0.98
H 0.77228 -0.95440 -1.61442 0.29
O -2.02159 -1.58083 0.40889 -0.53
C -0.94409 0.33968 0.06909 -0.72
H -2.73880 -0.27183 -1.00054 0.29
C 1.11626 1.14647 1.16425 -1.31
H 1.73200 0.52474 -1.49957 0.29
H 1.60078 1.99464 0.66618 0.31
H -1.27841 -1.16448 -1.49436 0.19
H 2.12406 -0.84945 -0.46835 0.33
H -1.50689 0.89796 0.82035 0.24
C -1.78339 -0.66805 -0.65238 -0.34
H -1.09974 -1.55345 0.78215 0.42
```